Below is a structure of composition C37H43BCl2F4N5O3PTc, with properties calculated with the ωB97M-V functional and the def2-TZVPD basis.

Results
strongest force on any atom = 0.0149 hartree/bohr
spin multiplicity = 4
HOMO-LUMO gap (spin up / spin down) = 7.5 / 6.5 eV
ΔE to the lowest compared entry with this formula, charge and spin = 0.0 kcal/mol
E_tot = -3702.4584 Eh

```
97
Properties=species:S:1:pos:R:3:lowdin_charge:R:1
Tc 0.147 -0.593 -0.090 1.5772
Cl 2.552 -1.980 -6.324 0.6818
C 1.496 -1.891 -4.958 -0.6748
C 1.820 -1.023 -3.927 -0.0325
C 0.993 -0.946 -2.824 -0.2192
N 1.157 -0.047 -1.735 -0.0732
C 1.257 1.309 -2.023 -0.4395
O 2.009 1.815 -2.815 0.1254
C 0.174 2.086 -1.317 -0.2036
C -0.098 3.396 -1.617 0.0224
C -1.255 3.968 -1.101 -0.0063
C -2.097 3.196 -0.323 -0.0088
C -1.745 1.888 -0.047 -0.0891
N -0.621 1.346 -0.524 -0.0243
C -0.181 -1.708 -2.750 -0.1960
C -0.496 -2.579 -3.782 -0.0233
C 0.348 -2.670 -4.880 -0.6708
Cl -0.068 -3.772 -6.143 0.6859
N -0.924 -1.490 -1.566 -0.0383
C -2.141 -2.034 -1.303 -0.4447
O -2.873 -2.621 -2.074 0.0858
C -2.533 -1.864 0.143 -0.1728
C -3.774 -2.283 0.564 0.0196
C -4.117 -2.122 1.898 -0.0138
C -3.194 -1.560 2.762 -0.0141
C -1.962 -1.174 2.272 -0.1104
N -1.628 -1.317 0.982 0.0032
H 2.710 -0.415 -3.986 0.1152
H 0.590 3.934 -2.257 0.1311
H -1.499 5.001 -1.315 0.1203
H -3.006 3.595 0.104 0.1287
H -2.352 1.279 0.607 0.1074
H -1.393 -3.173 -3.738 0.1052
H -4.436 -2.719 -0.171 0.1267
H -5.092 -2.427 2.257 0.1189
H -3.417 -1.396 3.806 0.1252
H -1.230 -0.725 2.921 0.0969
O 2.103 -4.252 -0.988 0.1267
C 1.598 -3.290 -0.531 -0.4482
N 1.108 -2.327 -0.007 -0.0619
C 6.117 -1.444 0.091 -0.1908
C 5.406 -0.282 -0.634 -0.1724
C 3.905 -0.255 -0.315 -0.2207
C 3.688 -0.622 1.163 -0.3988
C 4.049 -2.115 1.368 -0.1859
C 5.136 -2.577 0.380 -0.1845
P 2.001 -0.126 1.761 1.0956
C 1.608 -1.070 3.320 -0.3931
C 2.725 -1.051 4.400 -0.1878
C 2.646 -2.265 5.337 -0.1937
C 1.191 -2.545 5.690 -0.1888
C 0.427 -3.004 4.431 -0.1764
C 1.085 -2.501 3.136 -0.2266
C 2.274 1.595 2.412 -0.3845
C 3.515 1.801 3.329 -0.1874
C 4.387 2.974 2.872 -0.2011
C 3.555 4.251 2.737 -0.1792
C 2.332 4.041 1.810 -0.1640
C 2.261 2.616 1.264 -0.2136
H 6.540 -1.094 1.039 0.1110
H 6.954 -1.811 -0.506 0.1070
H 5.535 -0.375 -1.715 0.1108
H 5.860 0.670 -0.343 0.1073
H 3.375 -0.976 -0.939 0.0900
H 3.496 0.725 -0.553 0.0772
H 4.382 -0.004 1.737 0.0982
H 3.163 -2.738 1.244 0.0653
H 4.409 -2.274 2.385 0.1052
H 4.677 -2.912 -0.555 0.1088
H 5.659 -3.440 0.796 0.1132
H 0.779 -0.458 3.701 0.0977
H 2.613 -0.150 5.003 0.1097
H 3.715 -1.010 3.952 0.0832
H 3.237 -2.064 6.232 0.1125
H 3.087 -3.146 4.860 0.1137
H 0.748 -1.625 6.084 0.1153
H 1.114 -3.295 6.478 0.1069
H -0.609 -2.654 4.481 0.0958
H 0.385 -4.095 4.395 0.1124
H 0.380 -2.573 2.315 0.0597
H 1.917 -3.157 2.870 0.1010
H 1.381 1.786 2.997 0.0941
H 4.137 0.911 3.403 0.0742
H 3.164 2.011 4.343 0.1177
H 4.868 2.736 1.917 0.1082
H 5.190 3.124 3.596 0.1120
H 4.182 5.067 2.373 0.1042
H 3.214 4.541 3.735 0.1102
H 2.357 4.744 0.975 0.1082
H 1.406 4.234 2.355 0.1082
H 3.094 2.437 0.577 0.1048
H 1.338 2.504 0.701 0.0747
F -1.199 3.348 2.573 0.1291
B -1.441 2.043 3.015 -1.2263
F -0.630 1.142 2.191 -0.0363
F -2.787 1.675 2.816 0.1074
F -1.042 1.844 4.341 0.1233
```


Below is a structure of composition C28H35N2Ru at a distorted geometry, with properties calculated with the ωB97M-V functional and the def2-TZVPD basis.

Results
strongest force on any atom = 0.1083 hartree/bohr
spin multiplicity = 5
HOMO-LUMO gap (spin up / spin down) = 6.3 / 6.2 eV
ΔE to the lowest compared entry with this formula, charge and spin = 8.6 kcal/mol
E_tot = -1291.8548 Eh
net charge = +1

```
66
Properties=species:S:1:pos:R:3:lowdin_charge:R:1
C 0.591 1.577 -1.509 -0.2289
C 0.583 0.330 -2.167 -0.2053
C 1.524 -0.528 -1.558 -0.2041
C 2.180 0.187 -0.486 -0.3947
C 1.600 1.553 -0.467 -0.3946
Ru 0.546 0.298 0.789 1.2976
C 0.819 -2.098 3.504 -0.2165
C 0.434 -0.738 3.300 -0.2028
H -0.641 -0.559 3.250 0.0864
C 1.281 0.268 2.716 -0.2527
H 2.349 0.059 2.708 0.0588
H 1.039 1.270 3.049 0.0332
C -0.430 -3.043 3.547 -0.0671
H -1.227 -2.468 3.084 0.0580
H -0.217 -3.789 2.792 0.0433
H -0.751 -3.534 4.476 0.0830
C 1.786 -2.627 2.427 -0.0775
H 1.458 -2.059 1.560 0.0306
H 2.873 -2.599 2.578 0.0890
H 1.452 -3.638 2.201 0.0601
C -0.222 0.034 -3.382 -0.0229
H -1.262 0.368 -3.255 0.0818
H 0.196 0.548 -4.263 0.1054
H -0.247 -1.037 -3.592 0.0652
C 1.897 -1.885 -2.030 -0.0163
H 1.010 -2.436 -2.367 0.0647
H 2.598 -1.828 -2.879 0.1100
H 2.376 -2.460 -1.227 0.0828
C 3.475 -0.155 0.154 -0.0476
H 3.645 -1.237 0.122 0.0800
H 4.320 0.357 -0.331 0.1013
H 3.455 0.157 1.201 0.0518
C 2.317 2.751 0.047 -0.0322
H 2.832 2.519 0.983 0.0816
H 3.065 3.111 -0.677 0.1067
H 1.611 3.569 0.229 0.0722
C -0.177 2.770 -1.935 -0.0187
H -0.064 3.587 -1.215 0.0792
H 0.169 3.131 -2.915 0.1071
H -1.249 2.540 -2.028 0.0799
C -2.051 -2.409 -2.056 0.0394
C -1.284 -3.027 -0.937 -0.0778
C -2.396 -3.177 -3.083 -0.1345
C -0.789 -4.383 -1.068 -0.1140
H -0.874 -2.749 0.065 0.0751
C -1.828 -4.485 -3.176 -0.0748
H -3.093 -2.845 -3.843 0.1075
C -1.002 -5.095 -2.237 -0.0897
H -0.231 -4.780 -0.228 0.0957
H -2.101 -5.019 -4.069 0.1002
H -0.549 -6.117 -2.313 0.1281
N -2.035 3.382 2.061 0.1429
C -0.885 2.677 2.032 -0.1062
N -1.012 1.635 1.200 -0.0297
C -2.287 1.699 0.608 -0.2170
C -2.882 0.942 -0.411 -0.0144
C -4.168 1.345 -0.816 -0.0584
C -4.826 2.439 -0.216 -0.0581
C -4.210 3.199 0.791 0.0026
C -2.940 2.799 1.172 -0.1924
H -2.202 4.198 2.641 0.1761
H -0.013 2.908 2.635 0.1340
H -2.363 0.068 -0.828 0.0887
H -4.679 0.794 -1.608 0.1124
H -5.835 2.697 -0.543 0.1141
H -4.671 4.059 1.283 0.1223
```


Below is a cluster of 2 separate species, C5H3N in total at a distorted geometry, with properties calculated with the ωB97M-V functional and the def2-TZVPD basis.

Results
strongest force on any atom = 0.0234 hartree/bohr
spin multiplicity = 1
HOMO-LUMO gap = 9.3 eV
ΔE to the lowest compared entry with this formula, charge and spin = 98.2 kcal/mol
E_tot = -246.8255 Eh

```
9
Properties=species:S:1:pos:R:3:lowdin_charge:R:1
C -0.890 0.877 0.488 0.2002
C 1.163 -0.574 1.390 0.0082
C 0.679 -1.457 -2.513 -0.1302
C -0.030 0.032 0.664 -0.3710
C 0.744 -1.269 0.391 0.0537
N 1.695 -1.946 -2.667 0.0585
H -1.664 1.562 0.315 0.0345
H 1.680 -0.203 2.242 0.1015
H -0.278 -1.018 -2.400 0.0446
```


Which value of ΔE to the lowest compared entry with this formula, charge and spin does entry 2 give? 8.6 kcal/mol